[1]
71
Properties=species:S:1:pos:R:3:forces:R:3 method="wB97M-V/def2-TZVPD" e_tot_ev=-60444.120 homo_lumo_gap_ev=10.541 molar_mass_g_mol=551.0 charge=-1
Cl -0.3342 0.5640 0.0138 1.18 -1.67 -0.58
O -1.3214 0.4797 1.0599 0.05 0.45 -0.16
O 0.4963 -0.6597 0.0564 0.41 1.37 1.06
O -0.9128 0.4662 -1.3002 -0.93 1.22 -0.30
O 0.4447 1.8114 0.1518 -0.62 -1.38 -0.06
C -4.4505 -0.5077 0.9473 0.16 -0.53 0.52
C -4.8055 -1.1105 2.2563 0.48 1.06 -1.85
N -5.0830 -1.5608 3.2624 -0.52 -0.42 1.16
H -5.3327 -0.4618 0.3087 0.08 0.09 0.06
H -3.6907 -1.1305 0.4751 -0.10 -0.08 -0.07
H -3.9810 0.4685 1.0680 -0.24 0.00 0.14
C 3.0079 -3.1841 1.0791 -0.55 -0.52 0.62
C 2.3645 -4.3295 0.4694 -1.48 -2.49 -1.75
N 1.8686 -5.2759 -0.0093 1.21 2.16 1.23
H 2.7583 -2.2543 0.5681 0.44 -0.17 -0.19
H 4.0525 -3.4735 1.1935 0.12 0.73 -0.09
H 2.5454 -3.1285 2.0645 0.24 0.25 0.24
C -1.1577 -0.3771 4.3667 0.37 -0.26 0.61
C -1.9895 -1.5346 4.6948 -1.46 -0.43 0.07
N -2.7041 -2.4204 4.9109 1.14 0.89 0.02
H -0.5726 -0.6626 3.4924 0.17 0.46 0.04
H -0.5400 -0.1807 5.2430 0.47 -0.17 -0.16
H -1.6619 0.5805 4.2366 -0.50 -0.42 -0.40
C 0.0326 2.8983 -3.3877 0.54 1.13 0.27
C -0.0214 4.1474 -4.1852 -0.24 1.97 -1.27
N -0.0888 5.1558 -4.7822 0.25 -2.66 1.53
H -0.9734 2.5297 -3.1873 0.27 -0.33 -0.32
H 0.4741 3.1597 -2.4260 -0.24 0.16 0.26
H 0.7781 2.2087 -3.7837 -0.57 -0.25 -0.48
C 1.4491 3.1126 3.2557 -1.30 0.14 0.81
C 0.6904 3.0692 4.5636 -1.44 -0.95 3.17
N 0.0757 2.9320 5.5780 2.58 0.72 -4.31
H 1.1807 2.2289 2.6768 -0.08 0.05 0.12
H 2.5336 3.1783 3.3427 -0.19 0.08 0.39
H 1.0475 3.9699 2.7154 0.26 0.04 -0.12
C 3.0484 0.6557 1.4866 1.73 -0.07 0.34
C 4.5377 0.7300 1.5705 3.73 -0.14 0.16
N 5.7239 0.7715 1.6224 -4.43 -0.09 -0.21
H 2.7844 -0.0454 0.6949 -0.30 0.41 0.04
H 2.7192 1.6823 1.3262 -0.43 -0.44 -0.20
H 2.7003 0.2466 2.4351 -0.23 0.18 -0.03
C 3.6064 1.7287 -1.5194 0.22 -0.15 -0.92
C 3.7674 1.7639 -2.9966 -0.02 0.16 -3.16
N 3.8347 1.8110 -4.1767 -0.18 -0.19 3.97
H 2.8387 2.4486 -1.2357 0.12 -0.01 0.12
H 4.5696 1.9294 -1.0504 -0.11 0.17 0.05
H 3.2858 0.7335 -1.2114 -0.06 0.10 -0.16
C -1.4113 -3.3601 1.2043 -1.08 0.40 0.71
C -2.5671 -3.8948 1.9403 -1.30 -0.83 1.14
N -3.4427 -4.3628 2.5480 1.40 0.71 -1.24
H -1.0217 -2.5038 1.7548 0.38 -0.25 0.26
H -1.8039 -2.8799 0.3080 0.45 -0.61 -0.47
H -0.7090 -4.1875 1.1024 0.18 0.45 -0.58
C 1.6818 -1.0329 -2.9732 -0.14 -0.23 -0.71
C 1.6437 -1.4932 -4.3720 0.06 -0.49 -2.56
N 1.6335 -1.7351 -5.5198 -0.07 0.42 2.89
H 1.3422 0.0014 -3.0286 0.25 0.08 0.44
H 2.7078 -1.1429 -2.6222 -0.09 0.24 0.12
H 1.0034 -1.5845 -2.3223 0.12 -0.04 -0.09
C -3.4013 2.7939 -0.8319 -0.41 0.88 -0.23
C -3.4611 3.7396 -1.9449 -0.29 -0.65 -0.04
N -3.5621 4.4677 -2.8209 0.07 0.42 -0.40
H -3.1135 1.7992 -1.1723 0.41 0.21 0.28
H -4.4030 2.7551 -0.4040 0.03 -0.10 0.12
H -2.7452 3.3024 -0.1255 0.25 -0.81 0.32
C -1.5885 -2.2762 -3.3229 0.48 0.03 -0.83
C -0.9565 -3.3554 -2.6024 -1.63 1.70 -0.99
N -0.3877 -4.1604 -2.0589 1.44 -2.20 1.47
H -0.7321 -1.8175 -3.8172 -0.26 0.71 0.07
H -2.1383 -1.5859 -2.6833 0.15 -0.08 -0.15
H -2.1626 -2.6507 -4.1704 -0.38 -0.10 0.33

[2]
64
Properties=species:S:1:pos:R:3:forces:R:3 method="wB97M-V/def2-TZVPD" e_tot_ev=-156974.421 homo_lumo_gap_ev="6.992 / 6.354" de_lowest_kcal_mol=1.0 molar_mass_g_mol=725.3 charge=+2 multiplicity=5 s2=6.008
Ir 0.0638 0.4984 0.0235 -0.33 -0.05 -0.20
Se -3.7176 3.4547 6.1851 -0.08 0.06 0.12
N -4.2685 2.5339 4.7733 0.09 0.05 0.04
C -3.1995 2.2404 4.0794 0.00 -0.14 -0.19
C -3.2309 1.4646 2.8410 -0.07 0.08 0.17
C -4.4143 0.9905 2.2713 -0.05 0.03 0.05
C -4.3545 0.2620 1.1030 0.01 -0.02 -0.03
C -3.1105 -0.0106 0.5461 0.01 0.01 0.06
N -1.9758 0.4137 1.0960 -0.11 0.10 0.13
C -2.0279 1.1771 2.2033 0.26 0.01 0.01
C -0.7546 1.7191 2.7027 -0.10 -0.11 -0.12
N 0.3566 1.5138 1.9567 0.02 0.00 0.01
C 1.5227 2.0024 2.3796 -0.03 0.00 0.04
C 1.6523 2.7066 3.5675 0.05 -0.01 -0.04
C 0.5257 2.9400 4.3239 -0.03 0.04 0.07
C -0.7059 2.4502 3.8848 -0.09 0.09 0.14
C -1.9521 2.7051 4.6053 0.17 -0.03 -0.10
N -2.0070 3.3787 5.7254 -0.09 -0.04 -0.05
H -5.3574 1.2139 2.7548 0.02 -0.01 -0.02
H -5.2501 -0.1065 0.6227 0.01 0.00 0.01
H -3.0199 -0.5943 -0.3615 -0.01 0.03 0.00
H 2.3767 1.8358 1.7394 -0.01 0.00 0.02
H 2.6227 3.0747 3.8692 -0.01 0.00 0.00
H 0.5678 3.5038 5.2476 0.00 -0.01 -0.01
C 3.0825 0.5845 -0.8190 0.03 -0.13 -0.05
N 2.0221 -0.4428 -0.8071 0.28 0.17 0.23
C 1.7479 -0.8657 -2.1971 0.01 0.04 0.02
C 2.4382 -1.5705 0.0439 -0.02 0.02 -0.06
C 1.2855 -2.5211 0.2401 -0.04 -0.02 0.04
N 0.1089 -1.8236 0.8128 0.02 -0.01 -0.15
C 0.2485 -1.7412 2.2819 0.00 0.01 -0.02
C -1.0976 -2.6139 0.4904 0.04 0.00 0.02
H 3.9922 0.1869 -1.2782 0.01 0.02 -0.02
H 3.3135 0.8868 0.1995 0.04 -0.03 0.00
H 2.7483 1.4478 -1.3871 -0.01 0.04 -0.01
H 2.6067 -1.4086 -2.6013 0.00 0.00 -0.02
H 1.5705 0.0194 -2.8055 -0.01 0.00 0.00
H 0.8665 -1.5017 -2.2470 0.00 -0.01 0.00
H 2.7701 -1.1570 0.9980 0.01 -0.02 0.01
H 3.2905 -2.0951 -0.4003 0.00 0.00 -0.02
H 1.5886 -3.3436 0.8940 -0.04 -0.01 0.02
H 0.9885 -2.9670 -0.7075 0.01 0.01 -0.02
H 0.2932 -2.7468 2.7094 -0.01 0.00 0.00
H -0.6082 -1.2195 2.7027 0.00 0.00 0.00
H 1.1578 -1.2056 2.5502 0.00 0.00 0.00
H -0.9491 -3.6575 0.7814 0.00 0.00 0.00
H -1.2943 -2.5723 -0.5804 0.00 0.00 0.01
H -1.9514 -2.2269 1.0370 0.00 0.00 0.00
C -1.2135 4.5175 -2.5054 -0.05 0.13 0.00
Ge 0.2269 3.3439 -1.9591 0.00 -0.04 -0.03
C 1.4488 3.0330 -3.4389 0.04 -0.04 -0.05
C 1.1513 4.0392 -0.3947 0.07 0.06 0.10
C -0.7485 1.6532 -1.4842 0.06 -0.40 -0.05
H -0.7886 5.4627 -2.8475 -0.06 0.00 0.00
H -1.8857 4.7205 -1.6715 -0.02 0.01 -0.03
H -1.7816 4.0763 -3.3239 0.00 0.02 0.01
H 1.6377 3.9949 -3.9181 0.00 -0.01 -0.01
H 1.0088 2.3736 -4.1881 0.02 0.01 0.01
H 2.4140 2.6345 -3.1314 0.02 -0.03 -0.03
H 1.4629 5.0647 -0.5952 0.02 0.00 0.04
H 2.0462 3.4573 -0.1633 -0.03 0.04 0.01
H 0.4975 4.0508 0.4798 0.01 0.03 -0.03
H -0.8807 1.0281 -2.3757 -0.02 0.08 -0.02
H -1.7414 1.9567 -1.1396 -0.02 0.03 -0.01

[3]
59
Properties=species:S:1:pos:R:3:forces:R:3 method="wB97M-V/def2-TZVPD" e_tot_ev=-29676.274 homo_lumo_gap_ev="4.903 / 4.904" de_lowest_kcal_mol=78.9 molar_mass_g_mol=520.0 charge=+1
C 1.9448 -1.0660 1.8706 0.27 0.97 -0.39
C 1.4053 0.1332 2.4374 0.42 -0.04 -0.65
C 1.7468 1.2225 1.5750 0.17 -0.83 -0.11
C 2.3984 0.6834 0.4141 0.45 -0.27 1.22
C 2.5817 -0.7240 0.6339 -0.20 0.37 0.44
Hf 0.1535 -0.2612 0.2802 1.04 0.57 -1.05
C -1.6084 -0.0472 -2.5409 0.70 -1.84 -1.31
C -0.8756 -1.1822 -1.7996 -1.29 0.91 0.53
H -1.4726 -2.1031 -1.7065 0.26 0.44 0.12
C 0.5379 -1.2386 -1.6716 1.06 -0.46 -0.19
H 1.1811 -0.6242 -2.3185 -0.18 -0.29 0.20
H 0.9914 -2.2153 -1.4492 -0.10 0.17 -0.28
C -2.8274 -0.6641 -3.2654 0.00 -0.16 -0.14
H -3.5073 -1.0884 -2.5189 0.01 0.00 -0.10
H -3.3775 0.0921 -3.8306 0.09 -0.15 -0.02
H -2.5326 -1.4630 -3.9548 0.05 0.24 0.13
C -0.6706 0.6252 -3.5906 -0.07 0.46 -0.09
H 0.2655 0.9676 -3.1353 -0.15 -0.05 0.02
H -0.4043 -0.0257 -4.4326 -0.17 -0.15 0.32
H -1.1331 1.5269 -4.0055 -0.11 -0.17 0.02
C 0.7267 0.2282 3.7619 -0.22 0.17 0.40
H 0.0634 -0.6329 3.9359 0.22 0.17 0.01
H 1.4522 0.2535 4.5906 -0.21 -0.03 -0.20
H 0.1138 1.1368 3.8312 0.16 -0.19 0.02
C 1.6668 2.6673 1.9401 -0.39 0.50 0.10
H 0.6339 3.0388 1.9126 0.28 0.11 0.16
H 2.0320 2.8452 2.9634 -0.01 -0.16 -0.34
H 2.2689 3.2819 1.2561 -0.22 -0.16 0.19
C 2.9911 1.5001 -0.6877 0.04 0.27 -0.40
H 2.2576 2.2132 -1.0952 0.22 -0.14 0.03
H 3.8524 2.0922 -0.3365 -0.24 -0.23 -0.08
H 3.3349 0.8696 -1.5173 -0.08 0.17 0.20
C 3.4402 -1.6374 -0.1734 0.16 -0.26 -0.31
H 3.4698 -1.3406 -1.2283 -0.03 -0.12 0.20
H 4.4793 -1.6398 0.1931 -0.31 0.07 -0.05
H 3.0805 -2.6727 -0.1212 0.10 0.19 -0.09
C 1.9875 -2.3883 2.5544 -0.15 -0.50 0.13
H 2.2163 -3.1994 1.8523 -0.05 0.15 0.18
H 2.7567 -2.4106 3.3444 -0.22 0.06 -0.28
H 1.0294 -2.6246 3.0394 0.19 0.02 -0.07
C -1.3690 1.3078 -0.2651 1.11 0.85 -4.68
C -2.0666 1.0077 -1.6554 -0.29 1.37 3.34
C -0.8990 2.6879 -0.3549 -1.27 0.81 0.66
C -3.0052 1.9623 -2.0547 -0.62 0.75 0.19
H -1.7095 1.0914 0.7664 -0.09 -0.55 0.19
C -1.6986 3.6678 -0.9398 0.76 -0.08 -0.02
H 0.0359 2.9741 0.1311 -0.65 0.18 0.31
C -2.8494 3.2998 -1.6545 -0.45 -0.97 0.32
H -3.8527 1.7020 -2.7062 0.69 0.19 0.02
H -1.4788 4.7257 -0.7902 0.22 -0.33 -0.24
H -3.6144 4.0316 -1.9169 0.37 -0.12 -0.09
N -2.3018 -2.3751 2.8599 0.07 -0.10 -0.21
C -1.7499 -2.5026 1.6471 0.70 1.00 -0.46
N -1.9767 -3.5833 0.8960 0.16 0.20 0.17
O -1.0008 -1.5522 1.1972 -2.23 -3.08 2.08
H -2.8726 -3.1167 3.2567 0.21 0.52 -0.04
H -2.1177 -1.5138 3.3695 -0.16 -0.53 -0.12
H -1.5577 -3.6091 -0.0333 -0.32 -0.11 0.51
H -2.5664 -4.3338 1.2402 0.28 0.19 -0.39